(i)
{
  "formula": "C2H6N2",
  "method": "wB97M-V/def2-TZVPD",
  "smiles": "[H]/N=C/NC",
  "e_homo_ev": -9.00,
  "homo_lumo_gap_ev": 10.07,
  "symbols": ["C", "N", "C", "N", "H", "H", "H", "H", "H", "H"],
  "xyz": [[0.610, -1.279, -1.066], [0.382, -0.547, 0.202], [-0.056, 0.769, 0.226], [-1.186, 1.223, 0.796], [1.367, -2.055, -0.817], [1.330, -0.499, -1.499], [-0.245, -1.793, -1.572], [0.363, -0.964, 1.095], [0.636, 1.417, -0.261], [-1.144, 2.221, 1.115]]
}

---

(ii)
{
  "formula": "C2H6N2",
  "method": "wB97M-V/def2-TZVPD",
  "smiles": "C/C=N\\N",
  "e_homo_ev": -8.53,
  "homo_lumo_gap_ev": 9.61,
  "symbols": ["C", "C", "H", "H", "H", "H", "H", "H", "N", "N"],
  "xyz": [[0.638, 0.430, -0.915], [0.491, -0.839, -0.060], [1.034, 1.225, -0.285], [-0.319, 0.745, -1.387], [1.379, 0.306, -1.677], [1.217, -1.661, -0.223], [-1.941, -0.168, 1.774], [-1.078, 0.912, 0.665], [-0.308, -0.995, 0.911], [-1.114, 0.045, 1.197]]
}

---

It is (ii) that is the most stable of them.

---

(i)
{
  "formula": "C3H9NOS",
  "method": "wB97M-V/def2-TZVPD",
  "e_homo_ev": -9.39,
  "homo_lumo_gap_ev": 6.06,
  "symbols": ["C", "O", "C", "C", "S", "N", "H", "H", "H", "H", "H", "H", "H", "H", "H"],
  "xyz": [[-1.421, 0.505, 0.000], [-2.208, -0.645, 0.378], [0.053, 0.169, 0.310], [0.489, -1.171, -0.338], [3.526, -0.234, 0.145], [0.890, 1.210, -0.206], [-1.686, 1.423, 0.583], [-1.494, 0.726, -1.080], [-3.173, -0.459, 0.291], [0.108, 0.050, 1.407], [0.328, -1.180, -1.466], [1.607, -1.111, -0.227], [0.008, -2.069, 0.146], [1.812, 0.788, -0.373], [1.162, 1.995, 0.430]]
}

---

(ii)
{
  "formula": "C3H9NOS",
  "method": "wB97M-V/def2-TZVPD",
  "smiles": "N[C@@H](CO)CS",
  "e_homo_ev": -8.89,
  "homo_lumo_gap_ev": 9.64,
  "symbols": ["C", "O", "C", "C", "S", "N", "H", "H", "H", "H", "H", "H", "H", "H", "H"],
  "xyz": [[-1.016, 0.237, 0.880], [-2.087, 1.064, 0.495], [0.078, 0.311, -0.215], [1.372, -0.118, 0.441], [2.786, -0.353, -0.726], [-0.310, -0.563, -1.336], [-1.332, -0.806, 0.984], [-0.564, 0.548, 1.829], [-2.906, 0.837, 0.943], [0.182, 1.363, -0.483], [1.747, 0.729, 1.017], [1.317, -1.029, 1.028], [2.291, -1.373, -1.439], [-1.286, -0.802, -1.222], [-0.272, -0.045, -2.198]]
}

---

It is (ii) that is the most stable of them.